A molecular structure, C7H11N at a distorted geometry. Source: the OMol25 dataset; level of theory: ωB97M-V with the def2-TZVPD basis set.

## Properties
Kohn-Sham gap: 0.3371 hartree
Calculated total energy: -327.8395 hartree

Last column: Löwdin charge in e.
Atoms and positions in Å:
N -2.332 -0.145 0.927  0.03
C 2.516 -0.460 0.476  -0.13
C -0.581 1.403 0.351  -0.03
C 0.804 1.545 -0.088  -0.03
C -2.588 -0.042 -0.385  -0.19
C -0.067 -0.967 -0.298  -0.05
C 1.223 0.077 -0.271  -0.42
C -1.144 0.116 0.113  -0.43
H 1.388 2.391 -0.672  0.14
H 1.628 0.204 -1.371  0.13
H 2.676 -1.600 0.569  0.06
H -2.827 -0.966 -0.989  0.12
H -0.231 -1.657 -1.224  0.11
H 3.369 0.001 -0.100  0.04
H -3.243 0.780 -0.811  0.12
H -2.429 -1.096 1.123  0.08
H 0.397 -2.038 0.440  0.17
H 2.740 0.231 1.694  0.16
H -1.299 2.223 0.518  0.11